1.
Below is one molecule with the formula C6H12N2O4 in a non-equilibrium geometry, with properties calculated with the ωB97M-V functional and the def2-TZVPD basis.

Summary:
* HOMO-LUMO gap: 10.26 eV
* HOMO energy: -9.83 eV
* total energy: -17586.1310 eV
* ΔE to the lowest compared entry with this formula, charge and spin: 1.5797 eV

The geometry in ORCA input format:
```
! RIJCOSX wB97M-V def2-TZVPD def2/J DEFGRID3
* xyz 0 1
H 4.22384 0.98992 -0.33230
C -0.62588 -0.08657 -0.06075
O -1.24350 2.15022 -0.52317
N 3.54072 0.50695 -1.12132
H -0.09640 0.96276 2.04061
O 2.57996 -1.48344 0.72894
N 0.34622 -0.80353 0.62783
H -3.96965 -0.63847 -0.50564
H 3.66547 -0.56863 -1.25447
C -0.72147 1.40425 0.23934
C 2.08548 0.44971 -0.61509
C 1.73733 -0.72923 0.27214
O -0.43993 1.74510 1.52210
H 1.81740 1.36509 -0.04768
O -1.82424 -2.04853 -0.23890
H -0.49644 -0.10270 -1.15768
H -2.68794 -2.43172 -0.21035
H 1.35948 0.51796 -1.42461
C -3.06836 -0.18834 -0.81770
H -2.84502 -0.52689 -1.80693
H 0.10576 -1.73923 0.91445
C -1.95691 -0.69672 0.15149
H -2.27772 -0.51571 1.13130
H -3.28689 0.93830 -0.82073
*
```

2.
Below is C33H28F3N8O2PSeTi as an isolated structure in a non-equilibrium geometry, with properties calculated with the ωB97M-V functional and the def2-TZVPD basis.

Summary:
* HOMO-LUMO gap (alpha / beta): 4.78 / 7.07 eV
* HOMO energy (alpha / beta): -5.40 / -7.52 eV
* total energy: -156596.0692 eV
* expectation value of S²: 2.02
* ΔE to the lowest compared entry with this formula, charge and spin: 1.5106 eV

The geometry in ORCA input format:
```
! RIJCOSX wB97M-V def2-TZVPD def2/J DEFGRID3
* xyz 0 3
H 2.26828 2.09634 -5.44178
H -3.12679 -0.03962 1.16987
H -5.26173 -0.15157 0.02698
C -0.39696 3.75838 1.87349
C -1.35332 -4.37046 -2.41803
C -0.83838 -5.58879 -2.01117
C 2.18693 1.67295 -3.36318
C -5.81232 0.75116 -2.53855
H 2.77139 3.51518 -2.41250
H 4.72658 -1.90120 -0.78380
C 0.19733 3.62735 4.29399
N -2.04528 0.82604 -0.39095
H 0.00542 4.68041 4.43072
H 2.29789 -1.70811 -1.17416
C 1.44926 2.39146 -1.19245
C -1.05471 -3.22130 -1.70525
H 3.48084 0.94632 -4.89108
C 2.67839 -1.93143 -0.18183
C 0.03524 3.04874 3.02902
H -1.99466 -4.31562 -3.28521
N 3.69417 0.42570 3.78226
C 0.63449 1.02763 3.89976
F -6.80463 0.13669 -1.88242
C 1.40430 0.53579 -3.15111
C 0.67869 0.39614 -1.99358
H -1.07303 6.13268 0.08885
C -1.23958 -1.11969 2.75182
H 0.95801 -4.56733 0.66234
H 0.39528 -6.61028 -0.59111
C -0.00662 -5.65804 -0.90485
C 2.26216 -2.32935 2.15866
C 3.62633 -2.45749 2.36486
C 4.50946 -2.31151 1.31000
H 1.58800 -2.40981 3.00084
C 4.03614 -2.04474 0.03482
N -0.74075 3.05944 0.73261
H -3.42148 1.74639 -3.34972
C 3.24886 0.68150 2.74957
C 1.78138 -2.08414 0.87838
O -1.49098 -1.17429 3.93626
C -0.23164 -3.28805 -0.58855
H 1.50142 3.11622 -0.38672
C -4.40725 0.27565 -0.47545
Ti -0.29145 0.96477 0.78248
H 1.04619 1.04594 6.01076
H 5.57070 -2.39369 1.48820
C 2.18488 2.61253 -2.33480
H -0.44923 -3.17516 2.49776
C 2.95369 1.86070 -4.62732
C 0.30338 -4.51278 -0.19689
O -1.24689 -0.05340 2.03487
C 0.76638 1.61825 5.14281
N 0.25359 1.72360 2.82886
P 0.03135 -1.78968 0.44757
H -1.47449 -2.26928 -2.01107
H 4.00024 -2.63575 3.36108
H -1.32992 1.76054 -2.12742
N -0.93350 5.20757 0.46494
H 1.37167 -0.24269 -3.89686
H 0.83567 -0.02648 3.75647
C -4.52886 0.76973 -1.78399
C -3.37600 1.32974 -2.35510
H -1.08513 -6.49026 -2.55198
H 0.04492 -0.47328 -1.85503
C -3.19422 0.33509 0.15778
F -6.25766 1.99837 -2.82545
F -5.70256 0.13688 -3.73841
H 3.67141 2.67029 -4.53691
Se 2.53575 1.09184 1.16285
N -0.51270 5.06982 1.72327
C -2.20243 1.33484 -1.65090
N 0.54823 2.92289 5.34259
C -0.92882 -2.38196 1.91610
H -1.42739 3.87492 -1.12451
C -1.07417 4.01214 -0.12293
N 0.67348 1.30039 -0.98935
H -1.89224 -2.76173 1.54885
*
```

3.
Below is one molecule with the formula C5H8N2, with properties calculated with the ωB97M-V functional and the def2-TZVPD basis.

Summary:
* HOMO-LUMO gap: 8.52 eV
* HOMO energy: -7.46 eV
* total energy: -8294.5226 eV
* ΔE to the lowest compared entry with this formula, charge and spin: 0.4737 eV

The geometry in ORCA input format:
```
! RIJCOSX wB97M-V def2-TZVPD def2/J DEFGRID3
* xyz 0 1
H -2.56532 1.83546 0.03123
N -2.55618 0.84942 0.25725
H 2.71589 0.86468 -0.59312
C -1.29712 0.25393 0.04757
C -1.06177 -1.14611 -0.07068
H -1.81105 -1.92728 -0.07859
H 2.50034 0.44101 1.12389
C -0.07036 0.87504 0.00437
C 2.31336 0.11472 0.09458
H 2.84111 -0.82735 -0.07031
C 0.29713 -1.31928 -0.16480
H 0.19541 1.92300 0.05405
N 0.90206 -0.09837 -0.12579
H -3.29147 0.38298 -0.25822
H 0.88797 -2.22184 -0.25141
*
```